[1]
This record from OMol25 describes a cluster of 9 separate species, C60H70Cl4N10 in total. The level of theory is ωB97M-V with the def2-TZVPD basis set.

Results
- maximum force (hartree/bohr) = 0.073
- charge = +7
- orbital gap (alpha / beta) (eV) = 3.49 / 2.81
- multiplicity = 2
- ⟨S²⟩ = 0.75
- energy (Eh) = -4713.63794

Atoms and positions in Å:
C 2.6811 -0.5883 -2.1649
N 2.1416 -0.1499 -0.8729
C 2.9146 -0.1655 0.2191
C 2.4717 0.1499 1.4635
C 1.1376 0.6059 1.5621
C 0.3650 0.6456 0.4307
C 0.8922 0.2423 -0.8255
C 0.5312 0.9643 2.9047
C 0.7557 0.1406 4.0466
C 0.2531 0.4498 5.3145
N -0.3911 1.6257 5.4574
C -0.6020 2.5159 4.4075
C -0.1531 2.1985 3.1164
C -0.8413 1.9875 6.7686
H 2.4561 -1.6518 -2.2460
H 3.6890 -0.2150 -2.3460
H 2.0880 -0.1135 -2.9465
H 3.9257 -0.5028 0.0448
H 3.0663 0.0873 2.3629
H -0.6391 1.0429 0.4181
H 0.2703 0.2175 -1.7081
H 1.3005 -0.7790 3.8917
H 0.4037 -0.1916 6.1703
H -1.1682 3.3961 4.6739
H -0.3462 2.9059 2.3236
H -0.4258 2.9819 6.9315
H -0.4009 1.4272 7.5934
H -1.9189 2.1471 6.8061
C -1.5960 -1.7132 2.7743
N -2.5872 -2.6856 2.4301
C -3.4838 -2.3497 1.4472
C -4.5008 -3.2123 1.1388
C -4.6381 -4.4388 1.7360
C -3.6795 -4.7524 2.6748
C -2.5905 -3.8907 2.9954
C -5.8038 -5.3883 1.5484
C -6.8373 -5.4135 2.5038
C -7.9787 -6.0834 2.2353
N -8.1320 -6.7916 1.0794
C -7.0928 -6.9199 0.1564
C -5.9776 -6.1333 0.3668
C -9.3485 -7.4826 0.7897
H -0.7600 -2.2208 3.2556
H -2.0826 -0.9369 3.3647
H -1.2568 -1.1633 1.8965
H -3.5083 -1.3168 1.1329
H -5.2575 -2.9210 0.4254
H -3.6999 -5.6968 3.1984
H -2.0092 -3.9233 3.9051
H -6.7772 -4.8626 3.4307
H -8.8273 -6.1433 2.9006
H -7.2300 -7.5804 -0.6870
H -5.2256 -6.1197 -0.4083
H -9.8776 -7.7539 1.7033
H -9.1379 -8.4036 0.2462
H -9.8550 -6.7001 0.2247
C 1.4372 8.2076 1.2685
N 2.0532 6.9118 1.3971
C 2.7087 6.7182 2.5308
C 3.5700 5.6519 2.6448
C 3.6100 4.7041 1.6113
C 2.7797 4.8543 0.4549
C 1.9471 6.0378 0.4002
C 4.5007 3.4429 1.8183
C 5.2838 2.9653 0.7249
C 5.9415 1.7132 0.8630
N 5.9897 1.1046 2.0614
C 5.4106 1.6555 3.1516
C 4.5937 2.8159 3.0487
C 6.7132 -0.1743 2.0873
H 1.0322 8.3022 0.2610
H 2.0750 9.0564 1.5150
H 0.6331 8.2696 2.0018
H 2.6004 7.4486 3.3189
H 4.1270 5.5513 3.5646
H 2.7889 4.1628 -0.3745
H 1.3272 6.2902 -0.4474
H 5.1978 3.4230 -0.2496
H 6.5051 1.2111 0.0905
H 5.5561 1.1187 4.0774
H 4.0287 3.0935 3.9263
H 6.0852 -0.9049 1.5775
H 6.9110 -0.4903 3.1116
H 7.7013 -0.0265 1.6516
C 6.9535 -4.0762 -4.3981
N 5.5189 -4.1864 -4.1999
C 4.6625 -4.2038 -5.2758
C 3.2818 -4.2836 -4.9720
C 2.8364 -4.5670 -3.6173
C 3.8085 -4.6069 -2.6110
C 5.1669 -4.3959 -2.9308
C 1.4234 -4.7474 -3.2628
C 0.9694 -4.4962 -1.9564
C -0.3234 -4.6462 -1.5981
N -1.2802 -5.0937 -2.5273
C -0.9268 -5.3057 -3.8151
C 0.4528 -5.0720 -4.2600
C -2.6838 -5.2572 -2.0156
H 7.3155 -5.0947 -4.5389
H 7.3531 -3.5655 -3.5220
H 7.2217 -3.6586 -5.3686
H 5.0381 -4.0694 -6.2794
H 2.5996 -4.1406 -5.7969
H 3.6343 -4.7662 -1.5571
H 6.0486 -4.3885 -2.3071
H 1.5708 -4.1185 -1.1428
H -0.6909 -4.4427 -0.6032
H -1.7037 -5.5290 -4.5313
H 0.7285 -5.0869 -5.3041
H -2.9667 -4.2837 -1.6153
H -2.6652 -6.0074 -1.2251
H -3.3395 -5.6119 -2.8108
C -2.2591 8.5283 0.4929
N -2.0598 7.3252 -0.3535
C -1.8980 7.4837 -1.6865
C -1.7866 6.4302 -2.5665
C -1.8158 5.1488 -2.0247
C -1.8889 4.9671 -0.6200
C -2.0842 6.0756 0.1661
C -1.6313 4.0429 -3.0161
C -0.6438 3.0409 -2.8934
C -0.5013 2.0473 -3.8997
N -1.3916 2.0234 -4.9259
C -2.3765 2.9329 -4.9952
C -2.4958 3.9422 -4.0659
C -1.2161 0.9475 -5.9459
H -1.7725 8.3429 1.4505
H -3.3035 8.8398 0.4766
H -1.8128 9.3857 -0.0109
H -1.8053 8.5240 -1.9614
H -1.8362 6.6247 -3.6277
H -1.9692 3.9826 -0.1833
H -2.4453 6.0555 1.1837
H 0.0801 3.1251 -2.0963
H 0.2731 1.2952 -3.9317
H -3.0071 2.7916 -5.8605
H -3.2264 4.7341 -4.1406
H -0.2281 1.1343 -6.3667
H -2.0383 0.9523 -6.6616
H -1.0290 -0.0477 -5.5427
Cl 0.0062 -3.1456 5.9239
Cl -4.0654 3.2598 5.2164
Cl 6.3051 -1.3093 -1.2922
Cl -1.8944 -1.2703 -2.5492



[2]
This record from OMol25 describes a cluster of 10 separate species, C60H76ClN10O3P in total. The level of theory is ωB97M-V with the def2-TZVPD basis set.

Results
- SMILES = CCCCC[C@](Cl)(OC(=O)CCCCCCCOC)[PH2]=N.c1ccncc1.c1ccncc1.c1ccncc1.c1ccncc1.c1ccncc1.c1ccncc1.c1ccncc1.c1ccncc1.c1ccncc1
- maximum force (hartree/bohr) = 0.077
- orbital gap (eV) = 8.69
- energy (Eh) = -3906.49051

Atoms and positions in Å:
C -0.0075 -1.6323 -1.1924
C -1.4289 -1.3879 -0.4798
C -2.5058 -0.7191 -1.4879
C -2.4842 0.8947 -1.3844
C -3.6488 1.5443 -2.2508
C -3.9224 3.0993 -2.0037
Cl -5.7099 3.3565 -2.4549
O -3.1946 3.9894 -2.8573
C -1.7981 3.7931 -2.7668
O -1.1093 3.9039 -1.7483
C -1.0283 3.4446 -4.1379
C 0.5350 3.2329 -3.9089
C 0.9247 1.8307 -3.2565
C 2.5259 1.8858 -2.9905
C 2.8661 1.6294 -1.4339
C 2.8888 3.0442 -0.6561
C 2.0005 2.9877 0.6799
O 2.6696 2.0329 1.5580
C 1.7851 1.8725 2.7159
P -3.8451 3.6244 -0.1493
N -3.7381 5.2302 -0.1681
H 0.5844 -0.6763 -1.3524
H -0.1372 -2.1382 -2.2079
H 0.6496 -2.3024 -0.5327
H -1.7864 -2.4224 -0.1498
H -1.3256 -0.6992 0.4327
H -3.5415 -1.1114 -1.1855
H -2.2806 -1.0966 -2.5328
H -1.4968 1.2001 -1.8734
H -2.5103 1.1252 -0.2782
H -4.6284 1.0022 -2.0022
H -3.5004 1.4103 -3.3802
H -1.1287 4.3909 -4.7833
H -1.5402 2.6132 -4.7123
H 1.0288 3.3443 -4.9397
H 0.9766 4.0575 -3.2493
H 0.6486 0.9329 -3.8931
H 0.4602 1.6853 -2.2263
H 3.0706 1.0857 -3.5942
H 2.9037 2.9306 -3.2505
H 2.0897 0.9833 -0.9156
H 3.8984 1.1749 -1.3263
H 2.5608 3.8801 -1.3504
H 3.9810 3.2587 -0.3818
H 0.9400 2.6142 0.4924
H 2.0063 4.0177 1.1599
H 1.2299 0.8865 2.6064
H 1.0468 2.7434 2.7515
H 2.4656 1.8847 3.6326
H -2.6399 3.1460 0.4730
H -5.0222 3.2280 0.5697
H -4.5317 5.6543 0.3269
C -2.1778 2.3938 4.8995
C -3.3313 2.7170 5.5988
C -4.2285 3.5954 5.0128
N -4.0451 4.1560 3.8073
C -2.9206 3.8280 3.1531
C -1.9635 2.9571 3.6510
H -1.4523 1.7087 5.3247
H -3.5294 2.2958 6.5764
H -5.1464 3.8764 5.5186
H -2.7972 4.2983 2.1815
H -1.0743 2.7264 3.0773
C -4.2525 -0.5056 4.8585
C -5.5278 -0.8948 5.2380
C -5.6973 -2.1696 5.7532
N -4.6998 -3.0545 5.9041
C -3.4745 -2.6524 5.5270
C -3.2016 -1.3983 5.0046
H -4.0790 0.4837 4.4526
H -6.3714 -0.2237 5.1367
H -6.6754 -2.5189 6.0669
H -2.6857 -3.3867 5.6576
H -2.1929 -1.1269 4.7187
C 5.5020 0.2237 -8.0559
C 5.5231 -0.3157 -6.7781
C 4.4815 -0.0035 -5.9190
N 3.4531 0.7934 -6.2487
C 3.4576 1.3029 -7.4889
C 4.4493 1.0500 -8.4235
H 6.2981 0.0027 -8.7585
H 6.3270 -0.9618 -6.4571
H 4.4517 -0.4031 -4.9098
H 2.6152 1.9455 -7.7268
H 4.4001 1.4880 -9.4128
C 5.3927 -5.8350 -6.1609
C 4.4564 -4.8200 -6.2875
C 4.9038 -3.5089 -6.2659
N 6.1921 -3.1614 -6.1256
C 7.0770 -4.1626 -6.0034
C 6.7318 -5.5040 -6.0165
H 5.0821 -6.8738 -6.1745
H 3.4028 -5.0413 -6.4009
H 4.2101 -2.6806 -6.3647
H 8.1110 -3.8537 -5.8893
H 7.4900 -6.2702 -5.9158
C -9.9682 3.6161 -1.5225
C -11.2413 3.2228 -1.1378
C -11.4063 1.9453 -0.6269
N -10.4064 1.0628 -0.4854
C -9.1860 1.4673 -0.8664
C -8.9156 2.7234 -1.3850
H -9.7978 4.6082 -1.9256
H -12.0866 3.8928 -1.2318
H -12.3820 1.5927 -0.3094
H -8.3965 0.7328 -0.7429
H -7.9081 2.9960 -1.6743
C 2.2084 7.0414 -8.6772
C 0.9227 6.6702 -8.3123
C 0.7253 5.3908 -7.8190
N 1.7052 4.4862 -7.6762
C 2.9387 4.8694 -8.0378
C 3.2408 6.1256 -8.5379
H 2.4039 8.0344 -9.0663
H 0.0928 7.3587 -8.4084
H -0.2615 5.0548 -7.5174
H 3.7111 4.1171 -7.9135
H 4.2564 6.3810 -8.8120
C -2.0033 -7.2963 7.1992
C -1.1834 -7.2870 8.3176
C -1.3653 -6.2831 9.2548
N -2.2871 -5.3145 9.1434
C -3.0661 -5.3452 8.0516
C -2.9663 -6.3077 7.0596
H -1.8929 -8.0662 6.4437
H -0.4212 -8.0413 8.4585
H -0.7506 -6.2352 10.1481
H -3.8010 -4.5497 7.9853
H -3.6245 -6.2839 6.2000
C 6.3240 -1.0713 1.8934
C 7.1338 -1.0935 3.0197
C 6.9634 -0.0989 3.9691
N 6.0624 0.8891 3.8623
C 5.2928 0.8888 2.7625
C 5.3825 -0.0618 1.7585
H 6.4260 -1.8331 1.1283
H 7.8800 -1.8659 3.1575
H 7.5705 -0.0755 4.8682
H 4.5756 1.6983 2.7000
H 4.7331 -0.0129 0.8934
C 4.2206 -8.2097 9.1009
C 3.4947 -7.0808 9.4500
C 2.3965 -6.7424 8.6758
N 1.9945 -7.4409 7.6038
C 2.7147 -8.5271 7.2867
C 3.8256 -8.9516 7.9977
H 5.0856 -8.5083 9.6825
H 3.7746 -6.4773 10.3041
H 1.7951 -5.8701 8.9106
H 2.3687 -9.0721 6.4143
H 4.3681 -9.8387 7.6964



[3]
This record from OMol25 describes a cluster of 4 separate species, C61H100BrN6O4S in total. The level of theory is ωB97M-V with the def2-TZVPD basis set.

Results
- maximum force (hartree/bohr) = 0.160
- orbital gap (alpha / beta) (eV) = 7.24 / 6.86
- multiplicity = 4
- ⟨S²⟩ = 3.76
- energy (Eh) = -5984.65984

Atoms and positions in Å:
C 2.9306 -3.6860 1.5653
C 4.2058 -3.3525 2.5942
O 4.7746 -4.2683 3.3838
N 4.6914 -1.9167 2.5846
C 3.8792 -1.1107 3.5677
C 4.2078 0.4824 3.6434
C 5.5827 0.9878 2.9355
C 5.1703 2.1069 1.7982
C 4.9839 1.4989 0.2839
C 6.1836 1.9066 -0.8080
C 6.1017 1.4107 -2.3682
C 4.8099 0.5100 -2.8206
C 3.5824 0.0211 -1.8032
C 3.7213 0.5595 -0.2257
N 2.4396 -0.8439 -2.2857
C 1.8027 -0.3330 -3.5581
C 2.7117 0.1429 -4.8792
C 2.0825 0.7453 -6.2679
C 0.4603 0.9118 -6.4409
C -0.4971 0.4109 -5.1701
Br -2.4971 0.6461 -5.4646
C 0.1474 -0.2030 -3.7602
C -0.8696 -0.7006 -2.5289
C -0.4803 -2.2665 -2.2362
C -1.7545 -3.2856 -2.0855
C -2.6013 -2.8457 -0.7116
C -2.8000 -4.1286 0.2892
C -4.2326 -4.1773 1.0838
C -4.8146 -2.6850 1.4639
C -6.0283 -2.6792 2.5649
C -7.5130 -2.3278 1.9657
C -7.5793 -1.0103 0.9932
C -8.8862 -0.0459 1.2107
C -8.9590 0.9564 -0.1016
N -8.5820 2.3924 0.1871
C -8.1840 3.2771 -1.0138
C -7.8485 4.8022 -0.4343
C -8.0960 4.7414 1.1929
C -8.5386 3.1834 1.4772
S 4.5954 -0.0659 -4.6304
H 3.3671 -4.4153 0.7424
H 2.5569 -2.6659 1.1127
H 2.0676 -4.1962 2.2026
H 4.6538 -1.5468 1.6100
H 2.7427 -1.2080 3.2152
H 3.8925 -1.5817 4.6612
H 3.2688 1.1005 3.2408
H 4.2755 0.7686 4.7997
H 6.2034 1.5810 3.7655
H 6.3008 0.1591 2.5352
H 6.0677 2.8925 1.7763
H 4.2106 2.7269 2.0532
H 7.0924 2.5732 -0.4942
H 6.8890 1.6745 -3.2185
H 2.8986 0.2872 0.5834
H 2.6944 -1.8560 -2.3517
H 2.8656 1.0495 -7.1147
H 0.0026 1.3832 -7.4339
H -0.6860 -0.0337 -1.5756
H -2.0013 -0.5526 -2.8250
H 0.1582 -2.6525 -3.1519
H 0.2449 -2.2760 -1.2911
H -2.4850 -3.2736 -3.0125
H -1.3684 -4.3797 -1.9131
H -1.9532 -2.0340 -0.1494
H -3.5904 -2.3592 -1.1048
H -2.6128 -5.1515 -0.2865
H -1.9513 -4.0396 1.1241
H -4.9929 -4.7594 0.3713
H -4.1205 -4.8771 2.0414
H -5.0995 -2.1657 0.4547
H -3.8842 -2.0795 1.9017
H -6.0802 -3.7604 3.0462
H -5.7058 -1.9505 3.4300
H -8.2226 -2.1132 2.9006
H -7.8941 -3.3096 1.4147
H -7.5996 -1.4101 -0.1270
H -6.5995 -0.3811 1.1123
H -8.7474 0.5061 2.2331
H -9.8495 -0.7168 1.2406
H -8.1727 0.5539 -0.9010
H -10.0051 0.9430 -0.6295
H -8.1295 2.8920 -2.1220
H -7.4998 5.7005 -1.1025
H -7.9777 5.6421 1.9345
H -8.7822 2.7593 2.5479
C 9.4151 7.2518 3.9348
C 8.6413 5.9351 4.2525
C 9.0022 5.3859 5.6659
C 10.3068 4.6057 5.7485
C 10.3746 3.5453 4.6576
C 10.1672 4.1499 3.2470
N 8.8958 4.9502 3.1462
O 7.8235 4.0404 3.1263
C 11.4062 5.0195 2.8981
C 10.2250 3.0019 2.1857
C 7.1472 6.4064 4.3469
H 10.1052 7.1615 3.0940
H 8.7387 8.0592 3.6287
H 9.9839 7.6099 4.7981
H 8.2023 4.7193 6.0109
H 9.0364 6.2099 6.3919
H 11.1597 5.2863 5.6885
H 10.3746 4.1194 6.7292
H 11.3454 3.0350 4.7147
H 9.6191 2.7750 4.8578
H 11.2959 5.4949 1.9181
H 12.3162 4.4079 2.8614
H 11.6121 5.8001 3.6354
H 9.4872 2.2149 2.3731
H 11.2062 2.5099 2.1959
H 10.0657 3.3933 1.1748
H 6.7718 6.7510 3.3771
H 7.0483 7.2391 5.0553
H 6.4783 5.6157 4.7078
C 0.5613 -9.5415 2.0277
C 0.6885 -8.0300 2.3918
C 1.4015 -7.8297 3.7634
C 0.5207 -8.0220 4.9902
C -0.7693 -7.2229 4.8623
C -1.5349 -7.5616 3.5594
N -0.6771 -7.4055 2.3318
O -0.5095 -6.0276 2.1052
C -2.0881 -9.0084 3.6766
C -2.8305 -6.6876 3.4864
C 1.6829 -7.4788 1.3099
H -0.4708 -9.8913 1.9666
H 0.9669 -9.7570 1.0316
H 1.0896 -10.1798 2.7422
H 1.8117 -6.8136 3.8138
H 2.2660 -8.5035 3.8396
H 0.3118 -9.0836 5.1439
H 1.0657 -7.6875 5.8813
H -1.4012 -7.4212 5.7383
H -0.5337 -6.1517 4.8993
H -2.6156 -9.3081 2.7652
H -2.8017 -9.0889 4.5058
H -1.3165 -9.7542 3.8858
H -2.6200 -5.6141 3.5344
H -3.4970 -6.9064 4.3306
H -3.3899 -6.8907 2.5665
H 1.2447 -7.5120 0.3063
H 2.6030 -8.0772 1.2895
H 1.9932 -6.4461 1.5104
C -4.3327 4.5550 -5.5731
C -5.5319 3.6879 -6.0665
C -5.1917 2.9423 -7.3925
C -5.3114 3.7780 -8.6594
C -6.6491 4.5042 -8.7057
C -6.8874 5.3628 -7.4390
N -6.7478 4.5650 -6.1696
O -7.8822 3.7408 -6.0610
C -5.8956 6.5581 -7.4618
C -8.2859 6.0556 -7.5472
C -5.6490 2.5728 -4.9684
H -4.5441 5.6258 -5.5583
H -4.0665 4.3296 -4.5332
H -3.4374 4.3987 -6.1823
H -5.8617 2.0814 -7.5064
H -4.1769 2.5244 -7.3391
H -4.4790 4.4827 -8.7284
H -5.2267 3.1213 -9.5337
H -6.6833 5.1338 -9.6049
H -7.4539 3.7678 -8.8249
H -6.0041 7.1828 -6.5693
H -6.0772 7.2011 -8.3319
H -4.8484 6.2538 -7.5408
H -9.1037 5.3396 -7.6794
H -8.3232 6.7260 -8.4156
H -8.4945 6.6603 -6.6577
H -5.9548 2.9896 -4.0024
H -4.6837 2.0711 -4.8219
H -6.3645 1.7873 -5.2405